Entry 1:
{"formula": "C4H4ClF3", "method": "wB97M-V/def2-TZVPD", "homo_lumo_gap_ev": 11.05, "de_lowest_ev": 0.149, "smiles": "C=C(F)CC(F)(F)Cl", "homo_energy_ev": -10.2, "symbols": ["C", "C", "C", "C", "H", "H", "H", "H", "F", "F", "F", "Cl"], "coordinates": [[0.746348, -1.531488, 0.611866], [0.154628, -2.549198, 0.060956], [0.900696, -0.183327, -0.030016], [-0.427345, 0.572976, -0.225229], [0.161006, -3.501710, 0.570369], [-0.410320, -2.322432, -0.874688], [1.701403, 0.409804, 0.413156], [1.180379, -0.315648, -1.087799], [1.385763, -1.681432, 1.805627], [-1.054532, 0.658615, 0.886263], [-1.253229, -0.012704, -1.105295], [-0.151792, 2.187993, -0.929757]], "forces_ev_per_angstrom": [[0.84, 0.69, 0.45], [-1.16, -0.29, -1.01], [-0.22, 0.05, -1.56], [1.85, 0.18, -1.16], [-0.27, -0.10, -0.24], [0.66, -0.76, 0.86], [-0.48, 0.13, 0.24], [0.37, -0.25, 0.39], [-0.15, 0.35, -0.40], [-1.61, 0.53, 2.53], [-0.11, -0.89, -0.31], [0.28, 0.33, 0.20]], "mulliken_charge": [0.541, -0.707, -0.975, 0.736, 0.328, 0.218, 0.410, 0.339, -0.267, -0.208, -0.233, -0.182]}



Entry 2:
{"formula": "C5H13O3Tm", "method": "wB97M-V/def2-TZVPD", "homo_lumo_gap_ev": [6.48, 7.30], "spin_multiplicity": 4, "s2": 3.75, "charge": 1, "homo_energy_ev": [-10.7, -12.5], "symbols": ["C", "C", "O", "C", "C", "O", "C", "H", "H", "H", "H", "H", "H", "H", "H", "H", "H", "H", "Tm", "O", "H", "H"], "coordinates": [[2.319463, -0.652846, -0.740678], [1.039401, -1.419538, -0.968526], [-0.021703, -0.888700, -0.149085], [-1.259956, -1.571277, -0.264095], [-2.358880, -0.843367, 0.485798], [-3.013085, 0.159339, -0.248241], [-2.267381, 1.330248, -0.477376], [3.066885, -1.464675, -0.810979], [3.157142, -0.116790, -0.273518], [1.151601, -2.477505, -0.680370], [0.691627, -1.378533, -2.013604], [-1.132652, -2.583699, 0.153251], [-1.534955, -1.652606, -1.328258], [-1.956005, -0.429524, 1.431026], [-3.126274, -1.583237, 0.749301], [-2.955528, 2.087744, -0.871611], [-1.825453, 1.707164, 0.462477], [-1.459043, 1.170094, -1.208092], [1.001186, 0.690293, 1.358110], [1.559401, 1.921913, -0.480256], [0.921772, 2.456871, -0.957832], [2.139142, 0.768854, -1.294981]], "forces_ev_per_angstrom": [[1.08, 1.46, -1.59], [-0.28, 0.07, 0.88], [0.39, 1.17, 1.02], [-0.64, -0.59, -0.11], [-0.24, -0.08, -0.12], [0.06, -0.10, 0.16], [0.05, 0.07, -0.28], [0.02, 0.07, -1.38], [-1.34, 0.73, 1.75], [0.09, 0.30, -0.18], [0.31, 0.12, 0.29], [-0.05, 0.22, -0.16], [0.11, 0.02, 0.28], [-0.03, -0.03, 0.01], [0.16, 0.26, -0.03], [0.22, -0.21, 0.16], [-0.07, 0.03, 0.02], [-0.13, 0.02, 0.10], [0.34, 0.30, -3.04], [-0.34, -1.64, 1.74], [-0.04, 0.26, -0.15], [0.35, -2.46, 0.65]], "mulliken_charge": [-1.735, -0.147, 0.488, -0.497, -0.535, -0.384, -0.342, 0.343, 0.557, 0.381, 0.340, 0.438, 0.392, 0.176, 0.354, 0.310, 0.099, 0.172, 0.494, -0.731, 0.284, 0.544]}



Entry 3:
{"formula": "C28H57B3O16S5", "method": "wB97M-V/def2-TZVPD", "homo_lumo_gap_ev": 9.47, "homo_energy_ev": -8.9, "symbols": ["C", "C", "B", "O", "B", "C", "C", "O", "B", "C", "O", "C", "O", "C", "C", "O", "O", "H", "H", "H", "H", "H", "H", "H", "H", "H", "H", "H", "H", "H", "H", "H", "H", "H", "C", "C", "C", "S", "O", "O", "C", "H", "H", "H", "H", "H", "H", "H", "H", "C", "C", "C", "S", "O", "O", "C", "H", "H", "H", "H", "H", "H", "H", "H", "C", "C", "C", "S", "O", "O", "C", "H", "H", "H", "H", "H", "H", "H", "H", "C", "C", "C", "S", "O", "O", "C", "H", "H", "H", "H", "H", "H", "H", "H", "C", "C", "C", "S", "O", "O", "C", "H", "H", "H", "H", "H", "H", "H", "H"], "coordinates": [[0.841602, -2.111482, 2.807279], [1.109525, -2.522432, 1.557212], [1.050770, -1.481913, 0.430680], [0.635775, -1.874870, -0.847966], [-0.645922, -1.344710, -0.969617], [-1.873871, -2.254701, -1.291519], [-2.659462, -2.577938, 0.013569], [-0.740607, 0.027700, -0.724425], [0.483863, 0.568083, -0.338668], [1.016924, 1.918259, -0.979178], [0.281697, 3.025860, -0.422146], [1.029722, 3.690146, 0.566960], [0.147223, 4.468127, 1.310553], [0.389514, 4.345125, 2.713810], [-0.427649, 5.383304, 3.477597], [-1.596623, 4.781635, 4.044162], [1.261859, -0.103636, 0.585381], [1.244905, -1.149229, 3.114188], [0.181207, -2.661864, 3.471426], [1.281388, -3.566958, 1.313816], [-1.479126, -3.191675, -1.690635], [-2.555631, -1.796753, -2.008442], [-3.463170, -1.852537, 0.141794], [-2.014952, -2.626589, 0.893473], [-3.136974, -3.554013, -0.093867], [0.881162, 1.927483, -2.063765], [2.089617, 2.021362, -0.785243], [1.791896, 4.332194, 0.098017], [1.544792, 2.949988, 1.196385], [1.452757, 4.550110, 2.880597], [0.126891, 3.336149, 3.052173], [0.193964, 5.763197, 4.289980], [-0.737837, 6.159274, 2.782384], [-1.319945, 4.034881, 4.583022], [5.081125, -5.313429, -1.722982], [4.434579, -5.750534, -3.047452], [3.091591, -5.020078, -3.160582], [3.268052, -3.496612, -2.243398], [2.366598, -3.537199, -1.120161], [3.260538, -2.378347, -3.155282], [4.939419, -3.792432, -1.669157], [6.125188, -5.617419, -1.659801], [4.546840, -5.765617, -0.884539], [5.081840, -5.463602, -3.878562], [4.297663, -6.829350, -3.097960], [2.834981, -4.777693, -4.184354], [2.281869, -5.584080, -2.703214], [5.059648, -3.375111, -0.671902], [5.619656, -3.302317, -2.365177], [4.651880, 8.706926, 5.362906], [3.400851, 9.217033, 6.090440], [2.184041, 8.574386, 5.413405], [2.753882, 7.005685, 4.739797], [2.667192, 7.061391, 3.302445], [2.165114, 5.921176, 5.485046], [4.467309, 7.199658, 5.222475], [5.563561, 8.946042, 5.908036], [4.719230, 9.167075, 4.374839], [3.441262, 8.916454, 7.139106], [3.333273, 10.303405, 6.064319], [1.376059, 8.379677, 6.113941], [1.819379, 9.175057, 4.582465], [5.106323, 6.749232, 4.466659], [4.598222, 6.692722, 6.178084], [-4.318203, -2.340516, 3.466926], [-4.990874, -3.064111, 4.642162], [-3.883016, -3.748013, 5.454158], [-2.400260, -2.760742, 5.205565], [-1.431377, -3.554230, 4.487508], [-2.048868, -2.089251, 6.429141], [-3.130500, -1.592222, 4.062225], [-5.003240, -1.660466, 2.963144], [-3.967951, -3.070212, 2.733527], [-5.511756, -2.337114, 5.268181], [-5.728018, -3.789064, 4.300610], [-4.104836, -3.779941, 6.517647], [-3.675048, -4.751886, 5.089072], [-2.386587, -1.294704, 3.325344], [-3.453080, -0.726909, 4.640583], [-2.311663, 3.017180, -4.873538], [-1.887758, 2.746417, -3.423476], [-2.880128, 1.736399, -2.837050], [-3.482808, 0.762391, -4.222255], [-4.891483, 1.012477, -4.397245], [-2.976358, -0.588271, -4.133661], [-2.581768, 1.649239, -5.491261], [-1.544679, 3.557876, -5.426252], [-3.223765, 3.617789, -4.887046], [-0.881838, 2.323502, -3.410658], [-1.864571, 3.657957, -2.829590], [-2.409934, 1.071026, -2.115885], [-3.736475, 2.230595, -2.382221], [-3.181098, 1.686464, -6.398060], [-1.654498, 1.106769, -5.675340], [-1.408642, -3.772756, -4.714205], [-1.718198, -3.718476, -6.215776], [-0.676789, -4.589950, -6.932464], [-0.179162, -5.850829, -5.749822], [1.211024, -5.646211, -5.415307], [-0.658179, -7.140156, -6.175857], [-1.179186, -5.247282, -4.391535], [-2.217238, -3.353162, -4.118657], [-0.503575, -3.199120, -4.500466], [-2.718836, -4.115609, -6.396790], [-1.698932, -2.697199, -6.592121], [-1.079092, -5.081375, -7.814616], [0.211338, -4.019898, -7.198539], [-0.651210, -5.411726, -3.454363], [-2.113331, -5.808359, -4.400169]], "forces_ev_per_angstrom": [[-0.18, 0.08, -0.23], [0.98, 0.07, 0.04], [1.83, -0.03, -0.32], [-1.59, 0.24, 1.11], [0.05, 0.22, -0.66], [0.03, -0.01, 0.32], [-0.07, -0.15, -0.55], [0.21, -0.23, 0.03], [0.28, 0.64, 0.00], [-0.12, -0.02, 0.22], [0.07, 0.00, -0.11], [-0.10, -0.03, -0.09], [0.03, -0.24, 0.18], [0.26, 0.79, -0.39], [0.07, -1.17, 0.31], [-0.33, 0.35, -0.22], [-0.75, -0.38, -0.28], [-1.00, 0.47, -0.12], [1.07, -0.42, 0.50], [-1.28, -0.18, -0.16], [-0.07, 0.07, -0.16], [0.07, -0.11, -0.12], [0.15, 0.10, 0.31], [-0.08, 0.10, 0.06], [-0.02, 0.02, 0.10], [-0.01, 0.03, 0.03], [-0.01, 0.09, -0.08], [-0.05, 0.00, -0.06], [-0.07, 0.02, 0.09], [-0.02, -0.20, 0.18], [0.12, -0.01, 0.03], [-0.11, 0.27, -0.20], [-0.07, 0.09, 0.17], [0.06, 0.09, 0.02], [-0.08, 0.00, -0.08], [0.06, 0.10, 0.11], [0.26, -0.26, -0.14], [0.08, -0.13, -0.17], [0.64, -0.39, -0.01], [-0.10, 0.13, 0.16], [0.19, -0.23, 0.09], [0.00, 0.00, 0.01], [0.02, 0.03, 0.03], [-0.01, 0.01, 0.00], [-0.01, 0.00, 0.00], [-0.11, 0.04, 0.03], [-0.03, 0.06, 0.03], [-0.10, 0.08, -0.02], [-0.04, 0.03, -0.02], [-0.10, 0.04, -0.03], [0.05, -0.05, 0.00], [0.02, 0.27, 0.17], [0.22, 0.27, 0.30], [-0.10, -0.19, -0.01], [0.01, -0.13, -0.16], [0.24, 0.15, 0.03], [0.01, 0.00, -0.01], [0.02, -0.02, -0.01], [0.00, -0.02, -0.01], [-0.01, 0.00, 0.00], [-0.06, -0.10, -0.10], [0.00, -0.10, -0.07], [-0.10, -0.09, -0.04], [-0.05, -0.04, -0.02], [0.00, -0.11, 0.06], [0.04, 0.06, -0.02], [-0.33, -0.08, -0.04], [-0.26, 0.17, -0.04], [-0.04, -0.08, 0.18], [0.18, -0.09, 0.00], [-0.17, 0.06, -0.21], [0.01, 0.00, -0.01], [0.02, 0.03, -0.02], [0.02, 0.01, 0.00], [0.00, -0.01, 0.01], [0.13, -0.01, 0.03], [0.11, 0.03, -0.02], [0.10, -0.03, 0.08], [0.04, -0.01, 0.04], [-0.03, -0.01, 0.11], [-0.02, 0.00, -0.10], [0.19, 0.13, 0.19], [0.25, 0.23, 0.03], [-0.04, -0.17, 0.00], [-0.18, -0.10, -0.05], [0.11, 0.22, -0.13], [-0.01, 0.00, -0.01], [-0.01, -0.01, -0.04], [-0.01, -0.02, -0.01], [0.03, -0.03, 0.04], [-0.07, -0.06, 0.00], [-0.08, -0.07, -0.09], [-0.07, -0.12, 0.04], [-0.02, -0.05, 0.03], [0.04, -0.02, -0.09], [0.01, -0.05, 0.06], [-0.18, 0.27, -0.11], [-0.36, 0.21, 0.08], [-0.02, -0.22, -0.16], [0.21, -0.09, 0.00], [-0.09, 0.23, 0.13], [0.02, 0.03, -0.03], [0.00, 0.00, 0.05], [0.00, -0.01, 0.01], [-0.01, 0.00, 0.01], [0.10, -0.10, 0.01], [0.07, -0.08, 0.06], [0.07, -0.10, -0.05], [0.02, -0.05, -0.03]], "mulliken_charge": [-0.810, -0.162, 0.408, 0.397, -0.655, 0.549, -1.297, -0.175, 0.841, -0.858, -0.152, -0.320, -0.414, -0.116, -0.336, -0.574, -0.395, 0.247, 0.221, 0.364, -0.295, 0.144, 0.432, 0.133, 0.479, 0.329, 0.274, 0.231, 0.269, 0.340, 0.131, 0.180, 0.297, 0.318, -0.547, -0.701, -0.456, 1.370, -0.522, -0.800, -0.883, 0.398, 0.253, 0.315, 0.325, 0.283, 0.260, 0.386, 0.373, -0.575, -0.623, -0.730, 1.261, -0.652, -0.695, -0.796, 0.351, 0.294, 0.298, 0.324, 0.370, 0.400, 0.389, 0.360, -0.404, -0.771, -0.707, 1.219, -0.706, -0.727, -0.417, 0.432, 0.150, 0.346, 0.355, 0.374, 0.358, 0.082, 0.364, -0.751, -0.330, 0.118, 1.017, -0.703, -0.523, -0.786, 0.361, 0.350, -0.073, 0.441, -0.328, 0.392, 0.457, 0.338, 0.008, -0.824, -0.719, 1.107, -0.608, -0.709, -0.825, 0.241, 0.121, 0.367, 0.302, 0.385, 0.376, 0.390, 0.402]}